# C24H35N2SSn

A molecular structure, C24H35N2SSn (the ωB97M-V functional and the def2-TZVPD basis, the OMol25 dataset).

ORCA input file:
```
! RIJCOSX wB97M-V def2-TZVPD def2/J DEFGRID3
* xyz 1 1
C 1.622 -2.819 0.475
C 2.068 -2.060 -0.642
C 1.086 -2.175 -1.680
C 0.046 -3.034 -1.203
C 0.363 -3.421 0.127
Sn -0.610 0.641 1.461
C -4.113 1.278 -1.224
C -3.803 1.130 0.100
H -4.141 1.906 0.858
C -2.887 0.098 0.733
H -2.477 -0.769 0.109
H -3.225 -0.132 1.776
C -3.933 2.684 -1.760
H -3.285 3.336 -1.165
H -3.433 2.675 -2.752
H -4.916 3.121 -1.902
C -3.276 0.343 -2.127
H -2.245 0.016 -1.707
H -3.862 -0.551 -2.339
H -2.938 0.775 -3.073
C 3.240 -1.168 -0.659
H 3.226 -0.491 0.206
H 4.189 -1.729 -0.631
H 3.247 -0.553 -1.567
C 1.101 -1.432 -2.952
H 1.416 -0.397 -2.773
H 1.791 -1.887 -3.684
H 0.104 -1.407 -3.396
C -1.215 -3.331 -1.903
H -1.264 -2.805 -2.865
H -1.335 -4.405 -2.107
H -2.081 -3.015 -1.300
C -0.529 -4.133 1.050
H -1.543 -4.170 0.653
H -0.214 -5.183 1.223
H -0.555 -3.639 2.029
C 2.223 -2.809 1.818
H 1.486 -2.482 2.571
H 2.588 -3.814 2.118
H 3.081 -2.130 1.856
C 1.473 1.813 -1.049
C 0.364 2.473 -1.701
C 2.678 2.192 -1.504
C 0.431 2.417 -3.139
H -0.670 2.780 -1.482
C 2.790 2.539 -2.895
H 3.559 2.231 -0.848
C 1.666 2.459 -3.750
H -0.594 2.443 -3.710
H 3.777 2.749 -3.374
H 1.725 2.438 -4.863
S -0.744 -0.759 3.622
C 0.020 0.643 4.326
N 1.309 0.752 4.657
C 1.724 2.147 4.819
C 0.422 2.915 4.685
N -0.572 1.854 4.428
H 1.975 -0.009 4.484
H 2.459 2.443 4.059
H 2.168 2.286 5.809
H 0.424 3.640 3.851
H 0.161 3.454 5.607
H -1.542 2.038 4.212
*
```

Computed properties:
Energy relative to the best compared isomer or geometry (same formula, charge and spin)   0.0 kcal per mole

***

# C24H35N3O4

C24H35N3O4 in the gas phase (the ωB97M-V functional and the def2-TZVPD basis, the OMol25 dataset).

ORCA input file:
```
! RIJCOSX wB97M-V def2-TZVPD def2/J DEFGRID3
* xyz 0 1
C 4.373 6.211 0.218
H 3.636 6.900 0.627
O 3.632 5.211 -0.445
C 4.314 4.209 -1.056
C 5.688 4.047 -1.108
C 6.253 2.962 -1.775
C 5.501 2.003 -2.409
C 4.115 2.158 -2.369
C 3.550 3.234 -1.710
H 2.478 3.331 -1.678
C 3.218 1.164 -3.057
N 2.079 0.814 -2.228
C 2.480 0.070 -1.050
C 1.286 -0.134 -0.127
H 0.892 0.836 0.175
H 1.612 -0.662 0.768
C 0.167 -0.904 -0.840
N -0.945 -1.089 0.095
C -2.276 -1.159 -0.472
C -3.319 -1.118 0.645
H -3.194 -0.192 1.208
H -4.319 -1.123 0.206
C -3.134 -2.297 1.602
C -4.122 -2.166 2.754
O -3.869 -1.531 3.762
N -5.321 -2.764 2.594
C -5.773 -3.589 1.490
C -7.251 -3.838 1.794
H -7.856 -3.023 1.395
C -7.292 -3.816 3.320
C -6.316 -2.694 3.654
H -6.809 -1.716 3.632
H -5.827 -2.805 4.623
H -6.928 -4.764 3.719
H -8.288 -3.630 3.713
H -7.605 -4.776 1.371
H -5.221 -4.538 1.470
H -5.633 -3.085 0.531
C -1.699 -2.249 2.120
C -0.721 -2.239 0.952
H -0.824 -3.183 0.380
H 0.297 -2.198 1.342
H -1.573 -1.344 2.713
H -1.498 -3.109 2.761
H -3.296 -3.237 1.066
H -2.422 -2.079 -1.073
H -2.438 -0.296 -1.117
C -0.180 -0.114 -2.102
C 1.069 0.080 -2.960
H 0.804 0.653 -3.853
H 1.443 -0.909 -3.289
H -0.566 0.866 -1.819
H -0.926 -0.637 -2.701
H 0.556 -1.891 -1.162
H 3.255 0.641 -0.534
H 2.905 -0.915 -1.327
H 3.805 0.273 -3.348
H 2.831 1.620 -3.975
H 5.971 1.176 -2.912
O 7.619 3.025 -1.681
C 7.907 4.185 -0.935
O 6.706 4.825 -0.574
H 8.466 3.909 -0.025
H 8.523 4.870 -1.541
H 4.975 5.793 1.028
H 5.031 6.745 -0.472
*
```

Computed properties:
SMILES string   COc1cc(CN2CCC(N3CCC(C(=O)N4CCCC4)CC3)CC2)cc2c1OCO2
Energy relative to the best compared isomer or geometry (same formula, charge and spin)   85.9 kcal per mole

***

# C24H35N4OSSi

A gas-phase ion, C24H35N4OSSi (charge +1) (the ωB97M-V functional and the def2-TZVPD basis, the OMol25 dataset).

ORCA input file:
```
! RIJCOSX wB97M-V def2-TZVPD def2/J DEFGRID3
* xyz 1 1
C -3.077 2.628 3.024
Si -3.296 1.698 1.413
C -3.332 -0.148 1.851
C -1.864 1.991 0.202
C -0.707 2.862 0.745
C 0.173 3.384 -0.405
C 1.628 2.900 -0.466
C 1.900 1.409 -0.642
C 1.862 0.993 -2.128
C 3.213 0.631 -2.784
C 3.437 -0.810 -3.268
C 3.432 -1.862 -2.202
C 4.671 -2.155 -1.610
N 4.839 -3.093 -0.728
N 3.754 -3.773 -0.413
C 2.525 -3.581 -0.856
C 1.423 -4.456 -0.383
C 1.736 -5.294 0.856
S 1.803 -4.397 2.424
C 3.383 -3.693 2.419
N 4.510 -4.261 2.660
N 5.471 -3.284 2.585
C 4.848 -2.195 2.314
O 3.527 -2.362 2.174
C 2.335 -2.573 -1.803
C -4.960 2.054 0.604
C -5.107 2.603 -0.665
C -6.372 2.799 -1.195
C -7.503 2.449 -0.482
C -7.362 1.920 0.792
C -6.105 1.723 1.330
H -3.977 2.666 3.625
H -2.685 3.630 2.902
H -2.332 2.091 3.608
H -3.074 -0.308 2.892
H -2.664 -0.685 1.190
H -4.333 -0.540 1.714
H -1.447 1.007 -0.010
H -2.208 2.376 -0.751
H -1.134 3.694 1.286
H -0.088 2.247 1.388
H -0.326 3.218 -1.352
H 0.258 4.459 -0.272
H 2.097 3.210 0.464
H 2.093 3.460 -1.271
H 2.877 1.199 -0.218
H 1.193 0.782 -0.107
H 1.151 0.185 -2.264
H 1.483 1.843 -2.678
H 4.046 0.962 -2.176
H 3.267 1.235 -3.683
H 4.423 -0.863 -3.716
H 2.664 -1.044 -3.990
H 5.550 -1.613 -1.903
H 3.909 -4.516 0.260
H 0.591 -3.797 -0.155
H 1.088 -5.080 -1.207
H 2.627 -5.897 0.712
H 0.934 -6.007 0.989
H 5.312 -1.238 2.210
H 1.360 -2.412 -2.223
H -4.242 2.874 -1.242
H -6.476 3.226 -2.179
H -8.490 2.582 -0.886
H -8.232 1.638 1.363
H -5.999 1.309 2.319
*
```

Computed properties:
SMILES string   C[Si](C)(CCCCCCCCc1cn[nH+]c(CCSc2nnco2)c1)c1ccccc1

***

# C24H35NO4

C24H35NO4 in the gas phase (the ωB97M-V functional and the def2-TZVPD basis, the OMol25 dataset).

ORCA input file:
```
! RIJCOSX wB97M-V def2-TZVPD def2/J DEFGRID3
* xyz 0 1
C -0.634 -1.134 3.762
C -2.019 -0.936 3.153
H -2.577 -0.190 3.739
H -2.574 -1.878 3.164
O -2.009 -0.551 1.793
C -1.672 0.782 1.526
C -2.434 1.215 0.263
H -3.447 0.819 0.401
C -2.585 2.744 0.157
C -1.333 3.635 0.233
H -1.602 4.534 0.794
H -0.534 3.144 0.785
C -0.782 4.120 -1.117
O -0.048 3.174 -1.843
H 0.746 2.935 -1.331
H -1.610 4.421 -1.767
H -0.161 5.010 -0.927
H -3.111 2.958 -0.777
H -3.251 3.039 0.972
C -1.840 0.530 -0.984
C -0.349 0.542 -0.912
C 0.308 0.762 0.219
O -0.274 0.951 1.452
C 1.783 1.067 0.222
O 2.162 2.143 -0.224
N 2.619 0.140 0.710
C 2.172 -1.144 1.197
H 1.108 -1.067 1.422
C 2.380 -2.313 0.225
H 1.904 -3.182 0.686
C 3.849 -2.640 -0.066
C 4.382 -2.058 -1.380
H 3.969 -2.648 -2.203
H 5.466 -2.190 -1.398
C 4.054 -0.593 -1.667
C 4.653 0.432 -0.707
H 4.487 1.418 -1.144
H 5.730 0.277 -0.616
C 4.040 0.435 0.702
H 4.536 -0.288 1.350
H 4.178 1.433 1.132
H 4.435 -0.367 -2.666
H 2.973 -0.451 -1.705
H 3.963 -3.725 -0.129
H 4.469 -2.313 0.769
H 1.852 -2.112 -0.708
H 2.701 -1.358 2.133
H 0.198 0.420 -1.832
C -2.413 -0.861 -1.147
C -3.713 -1.010 -1.617
C -4.277 -2.265 -1.752
C -3.547 -3.393 -1.419
C -2.251 -3.255 -0.954
C -1.689 -1.998 -0.820
H -0.679 -1.898 -0.452
H -1.675 -4.131 -0.694
H -3.986 -4.375 -1.523
H -5.289 -2.364 -2.119
H -4.287 -0.133 -1.881
H -2.128 1.119 -1.862
H -1.974 1.418 2.377
H -0.049 -0.221 3.674
H -0.112 -1.940 3.253
H -0.734 -1.390 4.813
*
```

Computed properties:
SMILES string   CCO[C@H]1OC(C(=O)N2CCCCCCC2)=C[C@@H](c2ccccc2)[C@@H]1CCCO
Energy relative to the best compared isomer or geometry (same formula, charge and spin)   16.2 kcal per mole

***

# C24H36As2F12MnO18

A molecular structure, C24H36As2F12MnO18 (the ωB97M-V functional and the def2-TZVPD basis, the OMol25 dataset).

ORCA input file:
```
! RIJCOSX wB97M-V def2-TZVPD def2/J DEFGRID3
* xyz 0 6
Mn 14.155 -25.864 -3.007
As 14.137 -25.879 -6.586
F 14.611 -24.260 -6.976
F 14.847 -25.610 -4.976
F 13.733 -27.511 -6.136
F 13.339 -26.224 -8.099
F 15.627 -26.476 -7.257
F 12.608 -25.257 -6.025
As 17.442 -24.347 -2.320
F 18.706 -23.247 -1.952
F 16.245 -23.145 -2.032
F 16.047 -25.455 -2.754
F 18.546 -25.651 -2.600
F 17.376 -24.819 -0.655
F 17.570 -23.875 -3.991
C 19.187 -29.484 -3.558
C 18.221 -28.391 -3.953
C 17.419 -28.718 -5.229
O 16.057 -28.568 -4.855
C 15.993 -28.218 -3.570
O 14.954 -27.897 -3.023
O 17.158 -28.230 -2.986
H 19.908 -29.074 -2.855
H 19.768 -29.757 -4.448
H 18.760 -30.452 -3.300
H 18.737 -27.440 -4.055
H 17.620 -29.742 -5.549
H 17.658 -28.066 -6.068
C 13.379 -25.882 -11.461
C 12.162 -25.808 -12.382
C 11.320 -27.075 -12.467
O 10.128 -26.804 -11.765
C 10.093 -25.480 -11.447
O 9.167 -24.907 -10.982
O 11.234 -24.854 -11.831
H 14.021 -26.690 -11.809
H 13.073 -26.056 -10.425
H 13.846 -24.902 -11.378
H 12.517 -25.401 -13.329
H 11.910 -27.890 -12.043
H 11.094 -27.316 -13.507
C 15.294 -20.641 -5.632
C 14.265 -20.749 -4.527
C 12.819 -20.918 -4.995
O 12.544 -22.333 -4.734
C 13.478 -22.774 -3.942
O 13.510 -23.919 -3.499
O 14.501 -21.960 -3.790
H 15.292 -19.642 -6.073
H 15.108 -21.434 -6.356
H 16.306 -20.672 -5.225
H 14.283 -19.826 -3.945
H 12.639 -20.753 -6.053
H 12.114 -20.360 -4.384
C 14.853 -21.263 -12.161
C 14.792 -21.430 -10.655
C 15.372 -22.780 -10.163
O 16.380 -22.451 -9.218
C 16.584 -21.115 -9.243
O 17.336 -20.560 -8.510
O 15.671 -20.501 -10.016
H 13.998 -20.657 -12.462
H 14.731 -22.218 -12.686
H 15.771 -20.872 -12.596
H 13.749 -21.295 -10.378
H 15.738 -23.441 -10.948
H 14.607 -23.313 -9.593
C 18.291 -25.265 -8.947
C 19.026 -24.603 -7.810
C 19.412 -25.511 -6.630
O 20.720 -25.168 -6.247
C 21.281 -24.526 -7.325
O 22.432 -24.247 -7.407
O 20.381 -24.331 -8.291
H 18.407 -24.652 -9.844
H 17.216 -25.213 -8.773
H 18.652 -26.264 -9.179
H 18.589 -23.680 -7.428
H 19.312 -26.531 -7.016
H 18.703 -25.275 -5.834
C 13.090 -31.485 -6.276
C 12.596 -30.332 -7.128
C 13.137 -30.132 -8.566
O 11.988 -30.427 -9.396
C 10.904 -30.689 -8.677
O 9.836 -30.994 -9.103
O 11.178 -30.437 -7.383
H 14.145 -31.302 -6.070
H 12.876 -32.395 -6.841
H 12.561 -31.509 -5.327
H 12.682 -29.441 -6.509
H 13.894 -30.827 -8.929
H 13.392 -29.117 -8.866
*
```

Computed properties:
<S²>   8.752
Energy relative to the best compared isomer or geometry (same formula, charge and spin)   0.0 kcal per mole

***

# C24H36BeGeN2O6SSe

A molecular structure, C24H36BeGeN2O6SSe (the ωB97M-V functional and the def2-TZVPD basis, the OMol25 dataset).

ORCA input file:
```
! RIJCOSX wB97M-V def2-TZVPD def2/J DEFGRID3
* xyz 0 1
Be -1.904 -1.092 -0.418
O -2.561 -4.324 -1.659
C -2.217 -3.172 -1.571
O -1.650 -2.627 -0.511
C -2.298 -2.216 -2.780
C -0.944 -1.500 -2.844
C -0.732 -0.768 -4.162
C -1.650 0.463 -4.003
C -2.297 0.198 -2.658
O -1.198 -0.405 -1.884
C -3.284 -0.986 -2.694
C -4.130 -0.871 -1.419
O -5.334 -0.922 -1.441
O -3.396 -0.621 -0.352
H -2.506 -2.815 -3.663
H -0.107 -2.094 -2.491
H -1.015 -1.408 -4.997
H 0.313 -0.495 -4.300
H -2.399 0.551 -4.788
H -1.077 1.389 -3.972
H -2.656 1.071 -2.123
H -3.946 -0.958 -3.555
C -4.664 0.917 3.277
Ge -2.996 1.923 3.356
C -3.335 3.848 3.364
C -1.943 1.421 4.927
C -1.959 1.468 1.743
Se -1.450 -0.412 1.757
C 0.398 -0.228 2.305
H -5.197 0.980 4.226
H -4.476 -0.134 3.055
H -5.308 1.312 2.492
H -3.908 4.126 4.249
H -3.905 4.146 2.484
H -2.401 4.411 3.374
H -2.535 1.582 5.829
H -1.038 2.025 5.004
H -1.663 0.368 4.897
H -1.048 2.054 1.622
H -2.568 1.601 0.848
H 0.429 0.096 3.342
H 0.900 0.488 1.661
H 0.859 -1.210 2.218
C 4.857 3.177 0.670
C 4.834 1.874 1.459
C 3.494 1.155 1.367
N 3.203 0.735 0.004
C 2.206 1.181 -0.764
S 1.130 2.384 -0.360
N 2.121 0.610 -2.029
C 2.562 -0.615 -2.521
O 2.689 -0.761 -3.717
C 2.726 -1.753 -1.570
C 1.817 -1.955 -0.535
C 1.878 -3.114 0.221
C 2.877 -4.046 -0.025
C 3.799 -3.836 -1.042
C 3.711 -2.700 -1.832
H 5.826 3.669 0.752
H 4.092 3.864 1.033
H 4.661 3.001 -0.389
H 5.039 2.066 2.515
H 5.629 1.205 1.113
H 2.689 1.817 1.681
H 3.484 0.268 2.007
H 3.787 0.001 -0.368
H 1.650 1.191 -2.707
H 1.032 -1.230 -0.346
H 1.125 -3.301 0.975
H 2.926 -4.951 0.567
H 4.568 -4.571 -1.237
H 4.385 -2.544 -2.665
*
```

***

# C24H36Cl2O2P2RuSSbSe4

A molecular structure, C24H36Cl2O2P2RuSSbSe4 (the ωB97M-V functional and the def2-TZVPD basis, the OMol25 dataset).

ORCA input file:
```
! RIJCOSX wB97M-V def2-TZVPD def2/J DEFGRID3
* xyz -2 2
Ru 0.737 -0.583 -0.014
Cl 1.924 -3.011 2.451
C 2.269 -1.523 3.268
C 2.071 -1.514 4.641
C 2.353 -0.374 5.369
C 2.834 0.750 4.715
C 3.002 0.720 3.342
Cl 3.620 2.183 2.619
C 2.715 -0.405 2.554
S 2.966 -0.413 0.810
H 1.685 -2.403 5.120
H 2.187 -0.355 6.439
H 3.058 1.660 5.253
C 0.506 -2.454 -2.995
P 1.553 -1.923 -1.590
C 2.383 -3.492 -1.179
C 2.857 -0.972 -2.501
C 3.889 -1.529 -3.250
C 4.813 -0.716 -3.892
C 4.706 0.666 -3.801
C 3.678 1.230 -3.060
C 2.758 0.420 -2.404
P 1.407 1.030 -1.315
C 2.041 2.578 -0.607
C 0.208 1.690 -2.529
H 1.098 -2.946 -3.770
H -0.005 -1.587 -3.417
H -0.252 -3.135 -2.603
H 2.788 -4.006 -2.052
H 1.629 -4.123 -0.704
H 3.170 -3.281 -0.455
H 3.986 -2.606 -3.320
H 5.625 -1.161 -4.456
H 5.432 1.300 -4.296
H 3.607 2.309 -2.974
H 2.950 2.363 -0.049
H 1.281 2.906 0.105
H 2.216 3.337 -1.372
H 0.673 2.397 -3.220
H -0.574 2.198 -1.964
H -0.245 0.870 -3.085
C -0.795 2.528 2.739
C -0.944 1.145 2.086
C -0.945 0.083 3.182
C -2.273 1.099 1.317
O 0.140 0.992 1.223
H -1.611 2.738 3.437
H -0.788 3.302 1.964
H 0.155 2.575 3.277
H -1.787 0.208 3.869
H -0.016 0.147 3.753
H -1.022 -0.916 2.751
H -3.139 1.210 1.976
H -2.366 0.150 0.789
H -2.287 1.910 0.579
C -4.869 2.054 -2.008
C -5.990 1.049 -1.733
C -5.263 0.056 -0.837
O -3.980 -0.075 -1.429
C -3.617 1.161 -2.020
H -4.810 2.772 -1.188
H -4.993 2.611 -2.938
H -6.311 0.559 -2.655
H -6.861 1.498 -1.253
H -5.705 -0.936 -0.785
H -5.179 0.434 0.188
H -3.265 0.960 -3.037
H -2.795 1.605 -1.454
Se -2.701 -3.093 3.989
Sb -2.826 -3.453 1.558
Se -0.903 -2.399 0.192
Se -4.998 -2.344 1.900
Se -2.857 -5.724 0.755
*
```

Computed properties:
<S²>   0.759
Energy relative to the best compared isomer or geometry (same formula, charge and spin)   8.6 kcal per mole

***

no.,electronic energy (hartree)
1,-1656.9771
2,-1400.7359
3,-1917.1875
4,-1291.2283
5,-9111.7420
6,-6388.5707
7,-13028.9155